This record from the OMol25 dataset describes 10 unconnected molecules or ions with the total composition C26H58Br8N6O6. The level of theory is ωB97M-V/def2-TZVPD.

Properties
Energy relative to the best compared isomer or geometry (same formula, charge and spin): 152.80 kcal/mol
LUMO energy: 0.17 eV
Highest occupied orbital energy: -9.00 eV
Structure (SMILES): CN(C)C=O.CN(C)C=O.CN(C)C=O.CN(C)C=O.CN(C)C=O.CN(C)C=O.BrCCBr.BrCCBr.BrCCBr.BrCCBr
F_max: 0.0912 Eh/bohr

Each line ends with the Löwdin charge.
CARTESIAN COORDINATES (ANGSTROEM)
Br  -1.289  0.409  0.097  0.770
C  0.178  -0.713  -0.465  -0.738
C  1.156  -0.882  0.662  -0.650
Br  2.499  -2.215  0.227  0.735
H  0.575  -0.310  -1.399  0.037
H  -0.145  -1.674  -0.878  -0.042
H  0.686  -1.213  1.586  0.036
H  1.669  0.040  0.930  0.037
Br  -6.677  -2.575  -0.827  0.777
C  -4.771  -2.072  -0.661  -0.596
C  -4.196  -2.270  -2.031  -0.637
Br  -2.258  -1.999  -2.027  0.787
H  -4.220  -2.638  0.082  0.057
H  -4.727  -1.017  -0.395  0.003
H  -4.581  -1.613  -2.805  -0.018
H  -4.403  -3.278  -2.390  0.061
Br  1.022  -2.795  -4.455  0.628
C  2.003  -1.559  -3.325  -0.738
C  3.507  -1.641  -3.382  -0.624
Br  4.395  -0.218  -2.308  0.676
H  1.764  -1.999  -2.353  -0.042
H  1.524  -0.589  -3.370  0.055
H  3.778  -1.312  -4.390  0.043
H  3.975  -2.616  -3.306  0.067
Br  2.451  -5.675  -0.877  0.636
C  3.839  -5.595  0.495  -0.691
C  3.402  -6.295  1.774  -0.676
Br  5.021  -6.803  2.741  0.636
H  4.002  -4.530  0.602  -0.005
H  4.707  -6.093  0.075  0.035
H  2.804  -7.179  1.584  0.049
H  2.827  -5.575  2.353  0.058
C  -3.477  3.841  -1.804  -0.350
O  -2.324  3.819  -2.188  -0.006
N  -3.849  3.554  -0.536  -0.178
C  -5.252  3.488  -0.109  -0.038
C  -2.907  3.276  0.528  -0.104
H  -4.353  4.157  -2.394  0.136
H  -5.404  4.019  0.826  0.091
H  -5.679  2.486  -0.067  0.072
H  -5.791  3.991  -0.919  0.084
H  -1.896  3.293  0.121  0.051
H  -2.839  4.083  1.268  0.097
H  -3.104  2.370  1.098  0.057
C  2.412  4.569  2.503  -0.358
O  2.327  5.483  3.303  0.005
N  3.543  3.836  2.349  -0.182
C  3.664  2.856  1.294  -0.071
C  4.591  3.868  3.342  -0.042
H  1.596  4.409  1.785  0.139
H  4.468  3.065  0.571  0.087
H  2.813  2.629  0.651  0.045
H  4.068  1.943  1.753  0.079
H  4.198  3.252  4.156  0.062
H  5.547  3.429  3.072  0.092
H  4.783  4.856  3.753  0.092
C  1.464  0.074  6.021  -0.342
O  0.976  0.503  7.050  0.013
N  1.864  0.838  4.991  -0.169
C  2.465  0.244  3.822  -0.061
C  1.928  2.272  5.076  -0.046
H  1.560  -1.012  5.883  0.138
H  2.217  0.810  2.916  0.063
H  2.006  -0.724  3.621  0.084
H  3.557  0.241  3.756  0.093
H  1.766  2.807  4.136  0.069
H  1.094  2.654  5.664  0.099
H  2.846  2.700  5.475  0.086
C  1.675  3.231  -1.883  -0.291
O  1.976  2.403  -1.028  -0.052
N  2.492  3.578  -2.899  -0.181
C  2.174  4.665  -3.795  -0.065
C  3.915  3.253  -2.799  -0.060
H  0.662  3.650  -1.943  0.136
H  2.349  4.402  -4.847  0.088
H  2.811  5.536  -3.636  0.092
H  1.098  4.842  -3.805  0.090
H  3.967  2.234  -2.421  -0.039
H  4.326  3.228  -3.804  0.093
H  4.428  3.881  -2.072  0.096
C  -0.073  -4.216  1.472  -0.362
O  0.138  -3.591  2.495  -0.018
N  -1.255  -4.877  1.262  -0.183
C  -1.469  -5.852  0.203  -0.059
C  -2.379  -4.659  2.192  -0.020
H  0.700  -4.465  0.729  0.027
H  -0.711  -5.572  -0.533  0.062
H  -2.411  -5.696  -0.325  0.084
H  -1.398  -6.897  0.497  0.089
H  -2.763  -5.610  2.559  0.090
H  -2.122  -3.899  2.915  0.083
H  -3.178  -4.296  1.534  0.070
C  -4.987  0.212  -1.343  -0.423
O  -6.021  -0.139  -0.818  -0.177
N  -4.800  0.199  -2.690  -0.197
C  -3.497  0.568  -3.229  -0.110
C  -5.700  -0.377  -3.658  -0.054
H  -4.020  0.320  -0.838  0.101
H  -3.076  -0.195  -3.890  0.064
H  -2.735  0.718  -2.463  0.029
H  -3.550  1.483  -3.825  0.092
H  -5.977  0.263  -4.498  0.103
H  -5.358  -1.329  -4.066  0.098
H  -6.624  -0.487  -3.078  0.094

=====

This record from the OMol25 dataset describes a molecular structure, C24H30F3O5Pb. The level of theory is ωB97M-V/def2-TZVPD.

Properties
Energy relative to the best compared isomer or geometry (same formula, charge and spin): 0.00 kcal/mol
LUMO energy: 1.84 eV
Highest occupied orbital energy: -3.04 eV
Total charge: -1
F_max: 0.1120 Eh/bohr

Each line ends with the natural charge from an NBO analysis.
CARTESIAN COORDINATES (ANGSTROEM)
C  0.313  -0.454  -3.355  -0.269
C  -0.067  -1.033  -1.984  -0.390
C  -0.031  1.054  -3.310  -0.388
C  -1.022  1.193  -2.139  -0.298
H  -0.513  1.301  -4.268  0.256
H  0.879  1.655  -3.204  0.223
C  -1.351  -0.246  -1.660  -0.214
H  0.739  -0.797  -1.266  0.243
H  -0.216  -2.118  -2.032  0.243
C  -1.701  -0.175  -0.178  -0.071
H  -2.186  -0.673  -2.246  0.216
H  -1.948  1.667  -2.482  0.227
C  -0.510  1.995  -0.916  0.463
C  1.722  -0.762  -3.809  0.818
C  -0.447  -1.160  -4.462  0.830
O  -1.050  -0.624  -5.376  -0.604
O  2.641  -1.111  -3.063  -0.581
O  1.843  -0.674  -5.142  -0.507
O  -0.353  -2.503  -4.364  -0.517
C  -0.872  -3.181  -5.516  -0.258
H  -0.670  -4.230  -5.338  0.196
H  -0.357  -2.823  -6.415  0.193
H  -1.951  -2.994  -5.615  0.197
C  3.133  -1.038  -5.616  -0.261
H  3.914  -0.448  -5.120  0.203
H  3.113  -0.844  -6.685  0.194
H  3.319  -2.106  -5.425  0.195
O  -0.830  0.772  0.416  -0.776
H  -1.591  -1.132  0.326  0.226
H  -2.738  0.175  -0.060  0.179
C  -1.434  3.119  -0.533  -0.687
C  0.957  2.259  -0.763  -0.701
H  1.280  2.991  -1.510  0.228
H  1.561  1.349  -0.877  0.240
H  1.168  2.695  0.225  0.260
H  -1.210  3.486  0.491  0.264
H  -2.478  2.788  -0.557  0.223
H  -1.312  3.953  -1.228  0.223
Pb  -0.147  0.500  2.421  1.264
C  -1.815  -0.044  5.364  -0.327
C  -2.462  0.114  4.108  -0.441
C  -2.405  -1.150  3.428  -0.409
H  -3.005  1.002  3.776  0.209
C  -1.701  -2.060  4.265  -0.343
C  -1.348  -1.378  5.456  -0.287
H  -0.823  -1.808  6.308  0.200
H  -1.742  0.717  6.145  0.206
H  -2.894  -1.385  2.480  0.187
H  -1.496  -3.110  4.046  0.194
C  2.223  0.671  4.495  -0.370
C  1.779  -0.285  5.447  -0.321
C  1.841  -1.574  4.846  -0.305
H  1.469  -0.070  6.468  0.197
C  2.327  -1.426  3.520  -0.368
C  2.581  -0.032  3.299  -0.442
H  3.043  0.406  2.416  0.194
H  2.334  1.740  4.669  0.206
H  1.573  -2.512  5.328  0.193
H  2.509  -2.232  2.811  0.190
F  -0.317  2.818  4.718  -0.363
C  -0.365  2.769  3.346  0.517
F  -1.543  3.396  2.992  -0.397
F  0.641  3.607  2.905  -0.397

=====

This record from the OMol25 dataset describes a molecular structure, C4H6LiMgO2. The level of theory is ωB97M-V/def2-TZVPD.

Properties
Energy relative to the best compared isomer or geometry (same formula, charge and spin): 78.11 kcal/mol
LUMO energy (alpha / beta): -4.68 / -6.08 eV
Highest occupied orbital energy (alpha / beta): -11.49 / -11.38 eV
Total charge: +1
F_max: 0.1617 Eh/bohr

Each line ends with the natural charge from an NBO analysis.
CARTESIAN COORDINATES (ANGSTROEM)
O  0.014  -2.339  0.897  -0.566
C  -1.075  -1.611  1.097  0.519
C  -0.878  -0.247  1.479  -0.617
Mg  2.700  1.385  -0.527  0.955
Li  0.351  1.681  -2.813  0.859
H  0.079  -0.036  1.990  0.217
H  -1.725  0.255  1.957  0.242
C  0.178  -0.039  -1.173  -0.427
C  -0.651  0.701  -0.252  -0.402
O  1.536  -0.249  -0.678  -0.943
H  -0.229  -1.013  -1.466  0.213
H  -1.691  0.852  -0.575  0.242
H  -0.215  1.638  0.117  0.185
H  1.605  -0.979  -0.053  0.522

=====

This record from the OMol25 dataset describes 2 unconnected molecules or ions with the total composition C3H8NS. The level of theory is ωB97M-V/def2-TZVPD.

Properties
Energy relative to the best compared isomer or geometry (same formula, charge and spin): 37.13 kcal/mol
LUMO energy: -4.15 eV
Highest occupied orbital energy: -12.60 eV
Total charge: +1
F_max: 0.0554 Eh/bohr

Each line ends with the natural charge from an NBO analysis.
CARTESIAN COORDINATES (ANGSTROEM)
C  -2.539  0.339  -0.112  -0.490
C  -1.822  -0.936  0.294  -0.480
C  -1.120  0.305  0.140  -0.042
N  3.084  0.167  -0.139  -0.906
S  0.177  1.173  0.226  0.024
H  -3.040  0.517  -1.108  0.270
H  -3.232  0.865  0.587  0.270
H  -2.048  -1.481  1.281  0.277
H  -1.604  -1.623  -0.597  0.257
H  3.725  0.725  0.417  0.453
H  2.784  -0.693  0.357  0.458
H  2.188  0.715  -0.203  0.442
H  3.447  -0.073  -1.144  0.468

=====

This record from the OMol25 dataset describes 2 unconnected molecules or ions with the total composition C13H21B2F7N2O8S. The level of theory is ωB97M-V/def2-TZVPD.

Properties
LUMO energy: -2.26 eV
Highest occupied orbital energy: -8.64 eV
F_max: 0.1410 Eh/bohr

Each line ends with the natural charge from an NBO analysis.
CARTESIAN COORDINATES (ANGSTROEM)
C  0.656  -4.131  3.703  -0.630
C  0.923  -2.587  3.120  -0.436
C  -0.189  -2.317  1.945  -0.428
C  0.431  -1.501  0.623  -0.453
C  -0.057  0.054  0.786  -0.083
N  0.892  0.674  1.834  -0.579
C  1.173  2.141  1.598  -0.283
S  1.811  3.041  3.154  1.898
C  3.484  2.379  3.743  -0.856
O  2.083  4.524  2.696  -0.860
O  0.801  2.937  4.324  -0.849
C  -0.072  2.918  0.868  0.020
C  -1.413  3.107  1.807  0.616
F  -1.205  4.370  2.609  -0.321
F  -1.627  2.030  2.802  -0.342
C  -2.806  3.337  0.966  0.940
F  -2.692  4.311  -0.157  -0.301
F  -3.774  3.965  1.941  -0.320
F  -3.468  2.045  0.559  -0.306
O  -0.449  2.350  -0.433  -0.495
C  -0.025  0.949  -0.586  -0.236
B  -0.990  0.331  -1.811  1.072
N  -0.388  -0.424  -2.988  -1.103
O  -2.470  0.485  -1.788  -0.885
H  -0.045  -4.118  4.647  0.230
H  1.699  -4.620  3.982  0.228
H  0.168  -4.837  2.900  0.225
H  0.682  -1.806  3.989  0.202
H  2.008  -2.477  2.690  0.202
H  -1.090  -1.749  2.438  0.214
H  -0.638  -3.342  1.531  0.248
H  0.015  -2.066  -0.311  0.285
H  1.611  -1.632  0.613  0.214
H  -1.171  0.035  1.183  0.282
H  1.835  0.184  1.799  0.448
H  0.516  0.487  2.808  0.475
H  2.088  2.192  0.833  0.289
H  4.139  1.923  2.857  0.259
H  3.272  1.571  4.596  0.273
H  4.100  3.237  4.298  0.321
H  0.318  4.024  0.643  0.307
H  1.085  0.857  -1.016  0.195
H  -0.222  0.268  -3.773  0.424
H  0.568  -0.766  -2.689  0.370
H  -2.799  -0.088  -2.566  0.528
B  -0.554  -1.956  -7.951  1.262
O  -1.720  -1.540  -7.163  -0.653
C  -1.838  -2.403  -6.145  0.658
O  -2.711  -2.343  -5.294  -0.580
C  -0.793  -3.388  -6.218  0.653
O  -0.620  -4.313  -5.441  -0.569
O  -0.016  -3.146  -7.282  -0.651
F  0.442  -0.897  -7.968  -0.563
F  -0.959  -2.284  -9.309  -0.556